{"formula": "C3H8NO2S2", "method": "ωB97M-V/def2-TZVPD", "symbols": ["H", "C", "H", "H", "S", "H", "H", "N", "H", "O", "H", "C", "H", "S", "O", "C"], "xyz": [[0.13, -1.33, -0.92], [-0.97, -1.08, 0.78], [-1.12, 1.10, -1.16], [-1.44, 0.01, 2.27], [2.29, 0.40, -2.00], [-0.12, -1.67, 1.18], [1.83, 2.02, 1.52], [-1.73, -0.22, 1.34], [-1.63, -2.20, -0.90], [1.04, 1.47, 1.41], [-2.37, 0.28, 0.60], [1.15, 0.76, 0.34], [3.76, 0.48, -1.85], [-1.92, 0.07, -1.58], [2.14, 1.17, -0.41], [-1.05, -1.25, -0.62]], "homo_energy_ev": -13.46, "energy_ev": -30485.7312, "e_lumo_ha": -0.15513, "charge": 1}